# 1
11
Properties=species:S:1:pos:R:3 method="wB97M-V/def2-TZVPD" de_lowest_kcal_mol=21.0 homo_lumo_gap_ev=9.57 smiles=C1CS1.NBr
C 1.0538 -0.6538 0.7923
C -0.3446 -0.8427 0.9756
S 0.3460 -1.4503 -0.5916
H 1.8525 -1.1913 1.3591
H 1.3678 0.4226 0.6260
H -0.5561 -1.5701 1.7014
H -1.1157 0.0146 0.8404
N -0.7106 1.4293 -1.5561
Br 0.6399 2.6745 -1.3949
H -1.0115 1.4216 -2.5424
H -0.3708 0.4971 -1.4112

---

# 2
52
Properties=species:S:1:pos:R:3 method="wB97M-V/def2-TZVPD" de_lowest_kcal_mol=0.0 homo_lumo_gap_ev=8.30
Zn -22.8362 23.3183 21.7954
O -24.0103 24.7498 22.0796
H -23.8562 25.6898 21.9674
C -20.9163 23.5226 19.2024
O -21.5278 23.3511 20.3945
H -20.8770 22.5830 18.6082
H -21.4578 24.2323 18.5351
H -19.8813 23.8935 19.3098
C -22.3688 21.2969 25.1674
O -21.8448 20.2444 24.3389
C -21.7736 20.5456 23.0613
O -22.1588 21.5730 22.5730
O -21.2129 19.5671 22.3679
C -20.9408 19.9167 21.0121
H -21.6567 22.1182 25.2069
H -22.4904 20.8557 26.1522
H -23.3319 21.6422 24.7970
H -20.3845 20.8492 20.9415
H -21.8600 20.0342 20.4326
H -20.3878 19.0895 20.5748
C -24.3621 23.9936 18.7119
O -24.9799 22.6934 18.5943
C -24.8354 21.8469 19.5948
O -24.1863 21.9827 20.6021
O -25.5572 20.7571 19.3410
C -25.3469 19.6903 20.2732
H -24.2147 24.3418 17.6966
H -23.4206 23.9434 19.2500
H -25.0220 24.6604 19.2653
H -24.2867 19.4359 20.3139
H -25.8765 18.8366 19.8645
H -25.7098 19.9690 21.2575
C -19.3216 24.9149 22.3061
C -20.5924 25.1495 23.0600
O -21.3511 24.2339 23.3243
C -20.8735 26.5298 23.5446
H -18.8939 23.9500 22.5642
H -18.6008 25.7100 22.5009
H -19.5537 24.9062 21.2376
H -20.9181 27.2697 22.7413
H -20.0516 26.8888 24.1786
H -21.7812 26.5550 24.1419
C -27.1931 22.9381 22.7422
C -26.0062 22.8334 23.6580
O -25.0091 22.2408 23.3287
C -26.1438 23.5115 24.9984
H -28.0324 22.3386 23.1046
H -26.9491 22.5990 21.7356
H -27.5399 23.9703 22.6450
H -26.1252 24.5913 24.8577
H -25.3850 23.1783 25.6978
H -27.1271 23.2462 25.4069